a | {
  "formula": "C5H10N3",
  "method": "ωB97M-V/def2-TZVPD",
  "elements": ["C", "C", "N", "C", "C", "C", "N", "N", "H", "H", "H", "H", "H", "H", "H", "H", "H", "H"],
  "coordinates": [[-1.411, 1.796, 1.907], [-0.713, 1.072, 0.843], [-1.188, 0.653, -0.259], [-0.347, 0.026, -1.072], [0.338, -1.171, -0.540], [0.853, -2.157, -1.542], [1.082, 0.076, -0.270], [0.758, 0.801, 0.904], [-2.521, 1.587, 1.850], [-1.446, 2.828, 1.896], [-1.178, 1.469, 2.939], [-0.323, 0.235, -2.171], [0.005, -1.632, 0.445], [1.649, -2.913, -1.198], [1.180, -1.687, -2.531], [-0.149, -2.734, -1.720], [2.014, 0.137, -0.626], [1.396, 1.612, 1.145]],
  "lowdin_charge": [0.0048, -0.2759, 0.1566, -0.1392, -0.2658, -0.0395, 0.0419, 0.1088, 0.1247, 0.0654, 0.1086, 0.1820, 0.1920, 0.1166, 0.1093, 0.1368, 0.1861, 0.1869],
  "lumo_energy_ev": -3.1,
  "smiles": "CC1=N[C@@H]2[C@@H](C)[N@@H+]2N1",
  "e_homo_ev": -14.55,
  "charge": 1,
  "multiplicity": 1,
  "homo_lumo_gap_ha": 0.4208
}

=====

b | {
  "formula": "C5H10N3",
  "method": "ωB97M-V/def2-TZVPD",
  "elements": ["C", "C", "C", "C", "C", "N", "N", "N", "H", "H", "H", "H", "H", "H", "H", "H", "H", "H"],
  "coordinates": [[2.676, 1.991, 0.015], [2.334, 0.849, 0.172], [1.777, -0.392, 0.424], [0.512, -0.747, -0.041], [-2.013, 0.373, -0.436], [0.013, -1.955, 0.413], [-2.086, 0.700, 0.912], [-0.265, 0.028, -0.896], [3.271, 2.744, -0.370], [2.267, -1.075, 0.958], [-2.176, 1.250, -1.089], [-2.584, -0.499, -0.565], [0.718, -2.534, 0.764], [-0.446, -2.665, -0.083], [-2.251, -0.077, 1.465], [-1.345, 1.315, 1.199], [-0.528, -0.290, -1.855], [0.127, 0.983, -0.987]],
  "lowdin_charge": [0.1559, -0.1433, -0.0265, -0.3442, -0.0441, 0.1376, 0.0870, 0.1257, 0.0288, 0.0791, 0.1348, 0.1062, 0.0870, 0.0942, 0.0752, 0.1104, 0.1837, 0.1525],
  "lumo_energy_ev": -3.8,
  "e_homo_ev": -12.21,
  "charge": 1,
  "multiplicity": 1,
  "homo_lumo_gap_ha": 0.3085
}

=====

Structures ranked by computed energy, the most stable listed first: a, b.

=====

a | {
  "formula": "C4H4N3",
  "method": "ωB97M-V/def2-TZVPD",
  "elements": ["C", "C", "C", "C", "N", "N", "N", "H", "H", "H", "H"],
  "coordinates": [[-2.580, -0.006, 0.032], [1.005, -0.758, -0.062], [1.470, 0.634, -0.032], [-0.298, -1.045, 0.185], [-3.710, 0.329, -0.013], [0.704, 1.594, 0.108], [-1.443, -0.477, 0.257], [1.813, -1.552, -0.335], [2.547, 0.801, -0.313], [-0.374, -2.069, 0.160], [0.867, 2.548, 0.013]],
  "lowdin_charge": [-0.1711, 0.0749, -0.1916, -0.0574, 0.3255, 0.2132, 0.2614, 0.1828, 0.1463, 0.1376, 0.0785],
  "lumo_energy_ev": [-8.4, -8.7],
  "e_homo_ev": [-15.23, -14.90],
  "charge": 1,
  "multiplicity": 1,
  "homo_lumo_gap_ha": [0.2527, 0.2284]
}

=====

b | {
  "formula": "C4H4N3",
  "method": "ωB97M-V/def2-TZVPD",
  "elements": ["C", "C", "C", "C", "N", "N", "N", "H", "H", "H", "H"],
  "coordinates": [[-1.464, 1.255, -1.569], [-1.425, -0.147, -0.088], [1.405, -0.316, 1.324], [1.047, -0.347, -0.032], [-2.258, 0.650, -0.714], [-0.343, 1.393, -1.964], [-0.165, -0.136, -0.599], [-1.736, -0.895, 0.718], [2.359, -0.621, 1.504], [0.872, -0.059, 2.202], [1.709, -0.779, -0.781]],
  "lowdin_charge": [-0.1452, -0.1012, 0.2755, -0.0626, 0.1526, 0.2976, 0.0847, 0.1915, 0.0642, 0.0985, 0.1444],
  "lumo_energy_ev": [-8.5, -8.7],
  "e_homo_ev": [-15.86, -15.60],
  "charge": 1,
  "multiplicity": 1,
  "homo_lumo_gap_ha": [0.2692, 0.2552]
}

=====

Structures ranked by computed energy, the most stable listed first: a, b.

=====

a | {
  "formula": "C4H12N2O3",
  "method": "ωB97M-V/def2-TZVPD",
  "elements": ["C", "N", "N", "O", "H", "H", "H", "H", "H", "H", "C", "C", "C", "O", "O", "H", "H", "H", "H", "H", "H"],
  "coordinates": [[0.320, 0.833, 2.044], [-0.929, 0.154, 1.005], [-1.419, -1.162, 1.272], [1.554, 0.316, 1.823], [1.885, 0.730, 1.006], [-1.709, 0.797, 1.109], [-1.619, -1.627, 0.380], [-0.648, -1.695, 1.659], [-0.028, 0.489, 3.021], [0.226, 1.910, 1.909], [1.672, -1.032, -1.419], [-1.342, 0.627, -1.612], [-0.135, 0.398, -0.724], [0.352, -0.889, -0.926], [0.656, 1.346, -0.469], [2.205, -0.084, -1.515], [1.613, -1.515, -2.393], [2.229, -1.649, -0.692], [-1.008, 0.730, -2.641], [-1.844, 1.541, -1.303], [-2.031, -0.214, -1.534]],
  "lowdin_charge": [-0.1342, -0.0683, 0.0238, -0.0182, 0.0898, 0.1178, 0.0760, 0.0767, 0.1147, 0.1178, -0.0721, 0.0037, -0.6384, -0.1249, -0.0798, 0.0874, 0.0858, 0.0931, 0.0913, 0.0823, 0.0758],
  "lumo_energy_ev": 0.9,
  "e_homo_ev": -8.57,
  "multiplicity": 1,
  "homo_lumo_gap_ha": 0.3477
}

=====

b | {
  "formula": "C4H12N2O3",
  "method": "ωB97M-V/def2-TZVPD",
  "elements": ["N", "C", "O", "C", "C", "N", "C", "O", "H", "H", "H", "H", "H", "H", "H", "H", "H", "H", "O", "H", "H"],
  "coordinates": [[1.277, 0.531, -1.622], [0.067, 1.181, -1.613], [-0.036, 2.317, -2.047], [-1.051, 0.540, -0.820], [-0.530, 0.000, 0.527], [-0.634, 1.025, 1.559], [-1.316, -1.229, 0.950], [-0.627, -1.892, 2.045], [2.075, 1.012, -2.000], [1.393, -0.373, -1.199], [-1.972, 1.098, -0.710], [-1.329, -0.344, -1.423], [0.434, -0.472, 0.386], [0.084, 0.856, 2.244], [-0.729, 1.985, 1.246], [-2.358, -1.090, 1.222], [-1.290, -2.028, 0.195], [-0.550, -1.251, 2.761], [2.150, -1.680, 0.285], [1.777, -1.821, 1.160], [3.053, -1.979, 0.283]],
  "lowdin_charge": [0.1654, -0.5299, 0.0327, -0.0630, -0.4025, 0.0732, -0.2088, -0.0840, 0.1104, 0.0558, 0.1273, 0.1285, 0.0807, 0.0697, 0.0866, 0.1197, 0.1257, 0.0701, -0.0446, 0.0398, 0.0472],
  "lumo_energy_ev": 0.4,
  "smiles": "NC(=O)C[C@@H](N)CO.O",
  "e_homo_ev": -9.31,
  "multiplicity": 1,
  "homo_lumo_gap_ha": 0.3575
}

=====

Structures ranked by computed energy, the most stable listed first: b, a.